Here is a structure of composition C58H46ClFGeN3O6P3SSn in a non-equilibrium geometry from OMol25. Energies are from ωB97M-V/def2-TZVPD.

Structure (XYZ):
```
121
Properties=species:S:1:pos:R:3:lowdin_charge:R:1
Sn 3.7253 -0.0786 1.2199 0.5300
F -5.4270 1.6320 0.6656 -0.3058
Ge -3.7932 0.9835 0.4374 0.9619
C -4.1582 -0.6621 1.5030 -0.2564
C -5.5367 -0.8957 1.7145 -0.0895
C -5.8987 -1.8380 2.6764 -0.0950
C -4.9567 -2.5356 3.3777 -0.1012
C -3.6236 -2.3168 3.1723 -0.1011
C -3.2089 -1.4014 2.1948 -0.3841
P -1.4206 -1.0207 1.9712 1.1026
C -0.7786 -2.3972 0.9161 -0.3994
C -1.1216 -3.7657 1.0517 -0.0834
C -0.4333 -4.6760 0.2669 -0.1108
C 0.6337 -4.3304 -0.5532 -0.0702
C 1.0531 -2.9974 -0.6354 -0.0598
C 0.3086 -2.0550 0.1093 -0.1889
C -0.6087 -1.4466 3.6126 -0.3758
C -1.0227 -0.9165 4.8189 -0.1123
C -0.1942 -1.0402 5.9905 -0.0947
C 0.9781 -1.7782 5.9601 -0.1178
C 1.3933 -2.2594 4.7383 -0.0658
C 0.6443 -2.0945 3.5387 -0.0470
C -2.9081 2.4654 1.4612 -0.2596
C -3.8171 2.8326 2.4645 -0.1136
C -3.6739 4.0300 3.2144 -0.0674
C -2.6052 4.8695 2.9041 -0.0964
C -1.6993 4.4750 1.9625 -0.1234
C -1.7766 3.2580 1.2816 -0.3687
P -0.2388 2.5353 0.4849 1.1394
C 0.8427 2.6720 1.9789 -0.4033
C 1.7311 3.7441 2.1860 -0.0850
C 2.6259 3.7033 3.2765 -0.0781
C 2.6280 2.6228 4.1477 -0.0993
C 1.6756 1.6362 3.9646 -0.0911
C 0.8192 1.6613 2.8783 -0.1613
C 0.4807 3.9583 -0.5402 -0.3695
C 1.7125 3.7609 -1.1502 -0.1185
C 2.2024 4.6482 -2.0991 -0.0831
C 1.4926 5.8280 -2.3604 -0.0913
C 0.2262 6.0520 -1.7792 -0.0786
C -0.2807 5.0594 -0.9178 -0.1062
C -3.7950 1.1369 -1.5265 -0.2533
C -4.6804 2.1223 -2.0431 -0.1102
C -5.0798 2.1922 -3.3865 -0.0975
C -4.5296 1.2547 -4.2508 -0.0798
C -3.4653 0.4016 -3.8027 -0.0962
C -3.0923 0.3533 -2.4819 -0.4037
P -1.5166 -0.4038 -1.9222 1.1000
C -0.2134 0.7188 -2.6323 -0.3816
C -0.4465 1.7690 -3.5023 -0.1006
C 0.5702 2.4123 -4.1738 -0.0836
C 1.8938 2.0110 -3.9261 -0.0841
C 2.1786 0.9595 -3.0454 -0.0513
C 1.1039 0.3542 -2.4092 -0.1207
C -1.3380 -1.8078 -3.0515 -0.3651
C -0.5168 -1.8279 -4.1924 -0.0565
C -0.4324 -2.9450 -5.0305 -0.0641
C -1.1979 -4.0306 -4.6859 -0.1115
C -2.0626 -4.0098 -3.6116 -0.0987
C -2.1529 -2.9159 -2.7693 -0.0951
H -6.2795 -0.3020 1.2078 0.0887
H -6.9384 -2.0503 2.7976 0.0910
H -5.2654 -3.2434 4.1150 0.0965
H -2.8478 -2.7665 3.7881 0.1033
H -1.9080 -4.1469 1.7354 0.1066
H -0.7593 -5.7075 0.3521 0.0969
H 1.1531 -5.0855 -1.1353 0.1104
H 1.8773 -2.6211 -1.2050 0.0800
H 0.6236 -0.9937 0.0807 0.0592
H -2.0133 -0.4380 4.8856 0.1068
H -0.5628 -0.4698 6.8421 0.0910
H 1.6004 -1.9768 6.8562 0.1104
H 2.3364 -2.7924 4.6702 0.1096
H 1.0366 -2.4140 2.6170 0.0729
H -4.6537 2.1683 2.6498 0.0838
H -4.3600 4.2529 4.0277 0.0938
H -2.4635 5.8142 3.4285 0.1022
H -0.7777 5.0429 1.8701 0.1009
H 1.7485 4.5926 1.4794 0.1024
H 3.2947 4.5558 3.3486 0.0962
H 3.4349 2.5175 4.8443 0.0956
H 1.7385 0.7380 4.5845 0.1003
H 0.0957 0.8522 2.7617 0.0321
H 2.3278 2.8951 -0.8555 0.1125
H 3.1633 4.4750 -2.5055 0.0953
H 1.8600 6.5920 -3.0111 0.0810
H -0.3346 6.9706 -2.0165 0.0974
H -1.2693 5.1588 -0.5671 0.0719
H -5.2124 2.7496 -1.3281 0.0891
H -5.7679 3.0172 -3.6867 0.1098
H -4.7720 1.2561 -5.3231 0.0976
H -2.9171 -0.1933 -4.5374 0.1077
H -1.4453 2.1381 -3.6917 0.0963
H 0.4639 3.2191 -4.8616 0.0911
H 2.7655 2.5046 -4.3943 0.1155
H 3.1825 0.6010 -2.9006 0.0769
H 1.2689 -0.5038 -1.7628 0.0754
H 0.1896 -1.0583 -4.2984 0.0810
H 0.1815 -2.9478 -5.8880 0.0915
H -1.1945 -4.8612 -5.3953 0.1007
H -2.6768 -4.8927 -3.4896 0.0973
H -2.7962 -2.9842 -1.9023 0.1042
O 3.8273 -3.1834 -2.9049 -0.0686
H 3.8702 -2.2908 -3.2860 0.0015
H 4.5358 -3.2066 -2.2590 -0.0014
S 5.3074 0.0019 2.8043 -0.3213
O 4.8924 -0.5990 -3.9038 -0.3738
Cl 5.9682 -0.2438 -3.0372 0.6234
O 7.0434 -1.2157 -3.0832 -0.3496
O 5.4780 -0.1600 -1.6850 -0.4342
O 6.4146 1.0643 -3.4084 -0.3555
N 5.5767 -2.7966 -0.2467 0.1785
C 4.5389 -3.1455 0.5295 -0.5364
O 3.6208 -2.2894 0.7780 -0.3187
C 4.4721 -4.4624 1.0318 -0.1932
C 3.2813 -4.9978 1.6534 -0.2253
N 2.4082 -5.5213 2.2149 0.1118
C 5.6428 -5.2882 0.8687 -0.2522
N 6.6394 -5.8643 0.7211 0.0934
H 6.4655 -3.2984 -0.1186 0.1203
H 5.6722 -1.8319 -0.5168 0.0517
```

Properties
- Total charge: -2
- Lowest unoccupied orbital energy: 0.1297 Ha
- HOMO-LUMO gap: 6.465 eV